[1]
{"formula": "C14H16F3NO2", "method": "ωB97M-V/def2-TZVPD", "species": ["C", "C", "N", "C", "O", "C", "C", "C", "C", "C", "C", "F", "F", "F", "C", "C", "C", "C", "C", "O", "H", "H", "H", "H", "H", "H", "H", "H", "H", "H", "H", "H", "H", "H", "H", "H"], "positions_angstrom": [[-3.53871, -1.98965, -1.24694], [-3.11564, -0.66584, -0.61430], [-1.81342, -0.80378, 0.01129], [-0.67643, -0.72503, -0.71243], [-0.66654, -0.64276, -1.92526], [0.58837, -0.75818, 0.09087], [0.69480, -1.41894, 1.31017], [1.89709, -1.42768, 1.99664], [3.00264, -0.77536, 1.48030], [2.90032, -0.12976, 0.25404], [4.09684, 0.59761, -0.29148], [4.20851, 1.83728, 0.23174], [4.06278, 0.75518, -1.61992], [5.25330, -0.02517, -0.00859], [1.70357, -0.12238, -0.44353], [-4.11967, -0.19908, 0.46224], [-5.29978, 0.56841, -0.13851], [-4.75553, 1.99861, -0.21835], [-3.63698, 2.02175, 0.83923], [-3.52459, 0.70965, 1.36926], [-4.51934, -1.89782, -1.70513], [-2.81820, -2.26497, -2.01196], [-3.57280, -2.77488, -0.49504], [-3.02718, 0.08961, -1.40560], [-1.79427, -0.66068, 1.01007], [-0.15263, -1.95008, 1.71748], [1.97532, -1.94586, 2.94002], [3.94118, -0.77496, 2.01301], [1.61948, 0.36273, -1.40442], [-4.43131, -1.06514, 1.05551], [-6.14996, 0.52051, 0.54167], [-5.59942, 0.17782, -1.10736], [-4.34883, 2.20423, -1.20755], [-5.52482, 2.73725, -0.00558], [-3.86192, 2.68575, 1.67739], [-2.67950, 2.32752, 0.39944]], "nbo_charge": [-0.613, -0.078, -0.613, 0.659, -0.622, -0.132, -0.173, -0.209, -0.192, -0.090, 0.965, -0.328, -0.318, -0.325, -0.158, 0.093, -0.423, -0.441, -0.075, -0.535, 0.207, 0.237, 0.204, 0.207, 0.415, 0.216, 0.220, 0.231, 0.251, 0.192, 0.215, 0.219, 0.211, 0.220, 0.188, 0.174], "orbital_gap_ev": 10.2945, "e_above_lowest_kj_mol": 9.8, "fmax_ha_per_bohr": 0.009, "total_energy_ha": -1047.96050, "smiles": "C[C@H](NC(=O)c1cccc(C(F)(F)F)c1)[C@@H]1CCCO1"}

[2]
{"formula": "C3H11NO2S", "method": "ωB97M-V/def2-TZVPD", "species": ["C", "O", "C", "C", "S", "N", "H", "H", "H", "H", "H", "H", "H", "H", "H", "H", "H", "O"], "positions_angstrom": [[-0.41481, -1.10157, 0.06237], [-1.31141, -1.68253, 0.99128], [-0.86425, 0.34833, -0.10220], [-0.39082, 0.79895, -1.49319], [-1.04196, 2.40417, -1.70559], [-0.16549, 1.11156, 0.92133], [0.61866, -1.18937, 0.47245], [-0.50477, -1.74507, -0.82618], [-1.60111, -2.60317, 1.02786], [-1.94257, 0.51149, 0.01416], [-0.82902, 0.07098, -2.20772], [0.70161, 0.72960, -1.60023], [-1.44174, 2.79594, -0.48530], [0.84868, 1.00002, 0.72907], [-0.25854, 0.77200, 1.87622], [3.20848, -1.16545, 0.17713], [2.84430, -0.40800, 1.51322], [2.54473, -0.64789, 0.63531]], "nbo_charge": [-0.084, -0.764, -0.095, -0.619, 0.508, -0.680, 0.238, 0.186, 0.516, 0.241, 0.293, 0.282, 0.167, 0.386, 0.407, 0.502, 0.494, -0.977], "orbital_gap_ev": [11.2606, 5.2717], "s_squared": 0.756, "e_above_lowest_kj_mol": 72.4, "fmax_ha_per_bohr": 0.068, "total_charge": 1, "total_energy_ha": -723.96339, "multiplicity": 2}

[3]
{"formula": "C3H4FP", "method": "ωB97M-V/def2-TZVPD", "species": ["C", "C", "C", "F", "P", "H", "H", "H", "H"], "positions_angstrom": [[0.28445, 1.58800, -0.63782], [0.30829, 0.51752, -0.14803], [0.87881, -0.76990, 0.39186], [-2.60963, -0.42762, 0.79811], [-2.44218, -0.28059, -0.79177], [0.31790, 2.52889, -1.00891], [1.86871, -0.51345, 0.11608], [0.50261, -1.69207, -0.21049], [0.89103, -0.95078, 1.49096]], "nbo_charge": [-0.248, -0.009, -0.690, -0.597, 0.590, 0.225, 0.242, 0.242, 0.245], "orbital_gap_ev": [7.1525, 7.1600], "e_above_lowest_kj_mol": 300.7, "fmax_ha_per_bohr": 0.076, "total_energy_ha": -557.76815}

[4]
{"formula": "C6H10S2", "method": "ωB97M-V/def2-TZVPD", "species": ["C", "C", "C", "S", "C", "C", "C", "S", "H", "H", "H", "H", "H", "H", "H", "H", "H", "H"], "positions_angstrom": [[-1.24117, -0.65937, -2.69615], [-1.44901, -0.77709, -1.48313], [-1.63502, -0.77581, -0.07243], [-3.38191, -0.50038, 0.26908], [-0.71025, 0.40290, 0.62760], [0.74009, 0.37256, 0.10997], [1.69257, -0.41000, 1.00452], [1.32966, 2.19489, 0.32902], [-0.88420, -0.64018, -3.63267], [-1.55343, -1.91284, 0.17940], [-3.33669, 0.89017, 0.12976], [-0.78373, 0.38621, 1.72822], [-1.23174, 1.30915, 0.26196], [0.78487, 0.00924, -0.87374], [1.46443, -0.10421, 2.04713], [2.88316, -0.09618, 0.91060], [1.44563, -1.49669, 0.85298], [2.49338, 1.93275, -0.01094]], "nbo_charge": [-0.207, -0.042, -0.439, 0.015, -0.392, -0.272, -0.629, -0.065, 0.219, 0.263, 0.125, 0.234, 0.222, 0.225, 0.215, 0.221, 0.213, 0.095], "orbital_gap_ev": 9.9892, "e_above_lowest_kj_mol": 302.1, "fmax_ha_per_bohr": 0.126, "total_energy_ha": -1030.86292, "smiles": "C#C[C@H](S)C[C@H](C)S"}

[5]
{"formula": "C19H27AsN3O5PSSn", "method": "ωB97M-V/def2-TZVPD", "species": ["Sn", "O", "C", "O", "C", "C", "C", "C", "C", "N", "C", "O", "O", "H", "H", "H", "C", "P", "C", "C", "O", "H", "H", "H", "H", "H", "H", "H", "H", "H", "C", "As", "C", "C", "H", "H", "H", "H", "H", "H", "H", "H", "H", "N", "C", "S", "C", "C", "C", "N", "C", "C", "H", "H", "H", "H", "H", "H"], "positions_angstrom": [[-0.94581, 1.13267, 0.12425], [-1.76416, 0.96257, 4.36815], [-1.77747, 1.04537, 3.15850], [-0.77591, 1.03327, 2.34582], [-3.11603, 1.19701, 2.44296], [-4.33395, 1.32180, 3.08654], [-5.47604, 1.45290, 2.30813], [-5.37740, 1.47169, 0.92227], [-4.12051, 1.36811, 0.35605], [-3.03949, 1.22110, 1.11729], [-3.82844, 1.42772, -1.14017], [-4.73705, 1.20303, -1.92421], [-2.59906, 1.67813, -1.39323], [-4.35627, 1.31191, 4.16651], [-6.44510, 1.54386, 2.78195], [-6.23738, 1.56994, 0.27574], [4.58988, 0.56732, 0.25389], [3.37992, 1.15094, -0.93811], [3.72866, 0.26313, -2.46698], [3.79956, 2.87032, -1.26399], [1.96338, 0.98688, -0.49009], [5.60683, 0.78702, -0.07317], [4.47291, -0.50795, 0.38083], [4.39815, 1.05093, 1.21189], [4.72950, 0.47744, -2.84207], [2.99348, 0.56292, -3.21453], [3.63388, -0.80863, -2.29022], [4.79769, 2.97279, -1.68954], [3.74632, 3.42753, -0.32862], [3.06259, 3.28141, -1.95388], [2.68993, -1.54242, 5.08783], [1.39054, -0.80591, 3.80428], [2.28152, 0.92123, 3.53443], [2.17563, -1.67422, 2.21983], [3.71418, -1.44473, 4.72458], [2.47139, -2.59506, 5.26698], [2.59580, -1.01109, 6.03509], [3.36650, 0.80196, 3.56744], [1.96830, 1.62355, 4.30543], [1.97252, 1.31666, 2.56667], [3.25465, -1.51863, 2.18868], [1.72498, -1.25475, 1.31859], [1.97319, -2.74513, 2.24922], [-3.02104, -2.46351, -5.75216], [-1.79885, -2.58219, -5.21348], [-0.55023, -3.30626, -5.99769], [-1.66743, -2.02495, -3.82999], [-2.76928, -1.86892, -2.99786], [-2.58557, -1.35540, -1.72736], [-1.39268, -1.00145, -1.26011], [-0.32947, -1.15577, -2.05471], [-0.42026, -1.66641, -3.33394], [-3.16216, -2.81178, -6.68555], [-3.73211, -1.88431, -5.33945], [-3.76865, -2.14821, -3.29939], [-3.43392, -1.21265, -1.07091], [0.62310, -0.83775, -1.64267], [0.45671, -1.77503, -3.95574]], "nbo_charge": [1.527, -0.607, 0.754, -0.858, 0.120, -0.209, -0.146, -0.214, 0.113, -0.563, 0.744, -0.648, -0.828, 0.252, 0.224, 0.248, -1.021, 1.956, -1.017, -1.015, -1.139, 0.241, 0.255, 0.261, 0.243, 0.252, 0.249, 0.240, 0.254, 0.255, -0.965, 0.940, -0.961, -0.968, 0.202, 0.221, 0.223, 0.196, 0.231, 0.235, 0.197, 0.225, 0.220, -0.751, 0.094, -0.125, -0.066, -0.222, 0.076, -0.492, 0.044, -0.204, 0.415, 0.402, 0.224, 0.212, 0.227, 0.248], "orbital_gap_ev": 7.1581, "e_above_lowest_kj_mol": 125.0, "fmax_ha_per_bohr": 0.010, "total_energy_ha": -4470.41798}

[6]
{"formula": "C31H37BCoGe2N2OS3", "method": "ωB97M-V/def2-TZVPD", "species": ["Co", "S", "C", "N", "C", "C", "S", "H", "H", "H", "H", "H", "O", "S", "C", "C", "C", "C", "C", "C", "C", "C", "C", "C", "C", "C", "H", "H", "H", "H", "H", "H", "H", "H", "H", "H", "C", "Ge", "C", "C", "Ge", "C", "C", "C", "C", "C", "C", "C", "C", "C", "C", "C", "C", "H", "H", "H", "H", "H", "H", "H", "H", "H", "H", "H", "H", "H", "H", "H", "H", "H", "H", "H", "B", "C", "N", "H", "H", "H"], "positions_angstrom": [[-0.37074, 1.23343, 1.26730], [1.51067, 1.06040, 0.03732], [2.36081, 2.53436, 0.32362], [2.96465, 3.17881, -0.63777], [3.55072, 4.48430, -0.30029], [3.76210, 4.47308, 1.21263], [2.57766, 3.24654, 1.86982], [2.83281, 2.89762, -1.60042], [2.83771, 5.25261, -0.59988], [4.48694, 4.61868, -0.83704], [3.54895, 5.44251, 1.65392], [4.76341, 4.15479, 1.49299], [-0.21044, -0.27004, 2.38412], [-0.04445, -1.70772, 2.89248], [0.06309, -2.76957, 1.47886], [0.70160, -2.38437, 0.30854], [0.75145, -3.28071, -0.74553], [0.18468, -4.54564, -0.61338], [-0.43941, -4.91814, 0.56784], [-0.51587, -4.02055, 1.62488], [1.63447, -1.78628, 3.49238], [2.49674, -0.71278, 3.36073], [3.78042, -0.82877, 3.87552], [4.17793, -1.99820, 4.50631], [3.29376, -3.06231, 4.63609], [2.00757, -2.95999, 4.13344], [1.18874, -1.41817, 0.23648], [1.25494, -3.00466, -1.66298], [0.24033, -5.24700, -1.43530], [-0.87692, -5.90250, 0.66588], [-1.03456, -4.28617, 2.53848], [2.17838, 0.19316, 2.86545], [4.47012, -0.00042, 3.78490], [5.17908, -2.08119, 4.90681], [3.60285, -3.96939, 5.13680], [1.31211, -3.78385, 4.24350], [-2.76175, 2.28245, 3.01326], [-3.48865, 2.00326, 1.22120], [-3.52251, 3.49825, -0.01993], [-5.17531, 1.01128, 1.19718], [-2.41525, -0.06582, 0.05945], [-2.99533, -1.67162, 0.93352], [-3.37091, -2.81535, 0.22115], [-3.92703, -3.89735, 0.88330], [-4.11524, -3.84925, 2.25882], [-3.74407, -2.72077, 2.98328], [-3.18465, -1.64121, 2.32237], [-2.48989, -0.23750, -1.84647], [-3.19144, 0.76115, -2.53157], [-3.41288, 0.64806, -3.89596], [-2.89152, -0.43394, -4.58995], [-2.15901, -1.41115, -3.92337], [-1.96452, -1.32120, -2.55716], [-2.73786, 3.35398, 3.21147], [-1.74807, 1.90764, 3.17270], [-3.40713, 1.79775, 3.74558], [-3.26549, 4.41653, 0.50724], [-4.53625, 3.58712, -0.41324], [-2.82460, 3.38772, -0.84539], [-5.89388, 1.70524, 1.64640], [-5.15573, 0.10190, 1.78959], [-5.51368, 0.79174, 0.18505], [-3.25720, -2.85004, -0.85490], [-4.22661, -4.77584, 0.32730], [-4.56347, -4.69192, 2.76935], [-3.90028, -2.68566, 4.05344], [-2.88753, -0.76598, 2.89232], [-3.57980, 1.62835, -2.01126], [-3.97523, 1.41083, -4.41712], [-3.04822, -0.51431, -5.65733], [-1.74480, -2.24503, -4.47419], [-1.39788, -2.09120, -2.04547], [-0.03771, 5.33370, -0.54192], [-0.39116, 4.00689, 0.18940], [-0.61079, 2.99175, 0.70375], [0.73033, 4.98234, -1.41358], [0.47636, 6.05346, 0.27963], [-1.06178, 5.76767, -1.00187]], "mulliken_charge": [0.875, -0.358, 0.153, -0.039, -0.532, -0.513, -0.055, 0.278, 0.220, 0.394, 0.423, 0.378, -0.160, -0.031, 0.648, -0.171, -0.893, -0.459, -0.798, -0.582, 0.789, -0.104, -0.652, -0.527, -0.736, -0.571, 0.458, 0.525, 0.462, 0.474, 0.538, 0.083, 0.442, 0.409, 0.416, 0.431, -1.046, 0.809, -1.475, -1.191, -0.714, 1.141, -0.288, -0.737, -0.726, -0.703, -0.290, 0.846, -0.338, -0.827, -0.546, -0.723, 0.205, 0.471, 0.227, 0.444, 0.470, 0.496, 0.443, 0.494, 0.401, 0.395, 0.455, 0.493, 0.430, 0.500, 0.333, 0.110, 0.448, 0.413, 0.452, 0.250, 0.152, 0.262, -0.518, -0.072, -0.059, -0.100], "orbital_gap_ev": [6.7279, 6.6644], "s_squared": 0.957, "fmax_ha_per_bohr": 0.013, "total_charge": 2, "total_energy_ha": -8143.65710, "multiplicity": 2}